13
Properties=species:S:1:pos:R:3:forces:R:3:nbo_charge:R:1 method="wB97M-V/def2-TZVPD" orbital_gap_ev=9.203 e_tot_ev=-14232.964 lumo_ev=0.8 homo_ev=-8.44 de_lowest_kj_mol=486.8
O -1.7730 0.7094 -1.0084 -0.224 0.392 -0.535 -0.449
O -3.0413 -0.9784 -0.3478 -0.508 0.071 -0.684 -0.514
O -0.2959 0.3445 1.3418 0.049 0.424 0.095 -0.218
N -1.3742 -0.3893 0.9093 -0.259 -1.113 0.502 -0.024
N 2.8198 -1.2879 -0.0295 -0.008 -0.478 0.122 -0.600
N 0.4175 1.2311 0.5192 0.310 0.791 -0.250 -0.313
N -1.9679 -0.1214 -0.1490 0.454 -0.235 0.631 0.519
C 2.1853 -0.2602 -0.1579 0.078 -0.343 -0.044 0.393
C 1.2863 0.6465 -0.4382 -0.505 0.369 0.012 -0.287
H 3.7723 -1.2625 0.3153 0.124 0.284 -0.017 0.379
H -3.0772 -1.6086 0.3936 0.426 0.332 0.079 0.496
H -0.2054 1.9067 0.0818 0.049 -0.427 0.211 0.379
H 1.2536 1.0700 -1.4302 0.014 -0.068 -0.122 0.240